The following is a quantum chemistry calculation of a molecular structure, C30H37BBr2N3O6PS2SeTi, from the Open Molecules 2025 dataset.

The geometry in XYZ format:
```
84
C30H37BBr2N3O6PS2SeTi, DFT ωB97M-V/def2-TZVPD
Ti 0.4525 -0.2972 0.0116
C -1.5641 0.1774 4.4196
C -1.2718 0.1556 2.9393
S 0.4097 -0.1505 2.5444
C -2.2022 0.3594 1.9934
C -3.6314 0.7223 2.2950
S -1.8756 0.2130 0.2608
H -0.7543 -0.3301 4.9370
H -2.5006 -0.3303 4.6427
H -1.6306 1.1980 4.8033
H -3.7582 0.9850 3.3413
H -4.2931 -0.1142 2.0640
H -3.9314 1.5709 1.6795
Br 1.0355 -4.9906 1.4357
C 2.3325 -3.7249 0.9040
C 3.6685 -4.0745 0.9795
C 4.6417 -3.1467 0.6693
Br 6.4635 -3.6966 0.7642
C 4.3400 -1.8303 0.2928
C 5.2798 -0.8246 -0.0054
C 4.8008 0.4226 -0.3886
C 3.4445 0.6567 -0.4667
N 2.5092 -0.2679 -0.1512
C 2.9615 -1.5017 0.2128
C 1.9332 -2.4455 0.4904
O 0.7068 -2.0365 0.3511
H 3.9499 -5.0677 1.2935
H 6.3392 -1.0278 0.0452
H 5.4940 1.2156 -0.6366
H 3.0710 1.6089 -0.8218
C 3.5812 5.3748 0.6164
C 3.1255 4.1360 1.3754
O 1.8403 3.7939 0.9147
P 1.2054 2.2413 1.2487
O -0.2634 2.7769 1.6830
C -0.5258 3.4375 2.8987
C -0.7924 4.9144 2.6433
O 0.7187 1.8437 -0.2686
C -0.0568 2.7750 -1.0487
C 0.7768 3.3623 -2.1774
H 4.5863 5.6650 0.9147
H 2.8925 6.1914 0.8248
H 3.5724 5.1743 -0.4534
H 3.1009 4.3500 2.4545
H 3.8228 3.3046 1.2195
H 0.3127 3.3204 3.5893
H -1.4116 2.9609 3.3287
H 0.0526 5.3574 2.1189
H -0.9500 5.4302 3.5886
H -1.6802 5.0276 2.0244
H -0.4133 3.5748 -0.3934
H -0.9169 2.2155 -1.4456
H 1.6109 3.9255 -1.7639
H 0.1520 4.0342 -2.7627
H 1.1540 2.5647 -2.8139
O -0.4399 -1.5884 -2.8216
B 0.2099 -0.5889 -2.0965
O 0.8614 0.2527 -3.0458
C 0.5806 -0.2318 -4.2767
C 0.9671 0.2264 -5.5218
C 0.5186 -0.4843 -6.6281
C -0.2838 -1.6071 -6.4869
C -0.6738 -2.0739 -5.2379
C -0.2289 -1.3714 -4.1344
H 1.6012 1.0941 -5.6311
H 0.8065 -0.1574 -7.6191
H -0.6068 -2.1291 -7.3763
H -1.2878 -2.9545 -5.1302
C -2.8028 -5.4726 1.7104
N -3.6945 -4.5391 1.0885
C -5.0321 -4.3862 1.3442
C -5.4883 -3.3779 0.5655
N -4.4321 -2.9162 -0.1673
C -4.4449 -1.8783 -1.1538
C -3.3189 -3.6288 0.1480
Se -1.6981 -3.4050 -0.6321
H -3.3752 -6.2875 2.1507
H -2.2085 -4.9855 2.4858
H -2.1146 -5.8545 0.9559
H -5.5520 -5.0057 2.0451
H -6.4696 -2.9597 0.4657
H -5.4738 -1.5685 -1.3358
H -3.9938 -2.2689 -2.0688
H -3.8361 -1.0326 -0.8096
```

The multiplicity is 2. Its net charge is -1. The HOMO energy (alpha / beta) is -3.31 / -3.31 eV. The orbital gap (alpha / beta) comes out at 5.5562 / 5.4312 eV.



The following is a quantum chemistry calculation of 7 unconnected molecules or ions with the total composition C41H79BF4N7O5, from the Open Molecules 2025 dataset.

The geometry in XYZ format:
```
137
C41H79BF4N7O5, DFT ωB97M-V/def2-TZVPD
C -5.9003 -1.5228 1.6370
C -5.9050 -0.4477 2.7920
C -4.7809 0.5999 2.6264
C -5.0946 1.4970 1.4202
C -6.4515 2.2430 1.6566
C -7.6982 1.2905 1.7308
N -7.2875 0.1827 2.7023
O -8.3364 -0.5528 3.2656
C -7.9888 0.6924 0.3368
C -8.9568 2.0648 2.2908
C -5.7160 -1.1899 4.1282
H -5.0903 -2.2079 1.8876
H -5.7837 -1.1969 0.6034
H -6.8142 -2.1022 1.7683
H -3.8928 -0.0196 2.5019
H -4.6791 1.0680 3.6055
H -5.0502 0.9936 0.4545
H -4.4395 2.3574 1.2835
H -6.6345 2.9557 0.8525
H -6.4119 2.8339 2.5717
H -8.7732 -0.0644 0.3310
H -7.0993 0.4355 -0.2385
H -8.4155 1.4428 -0.3287
H -9.1083 3.0382 1.8244
H -8.7448 2.2235 3.3481
H -9.9436 1.6118 2.1954
H -4.7628 -1.7016 3.9953
H -6.3793 -2.0160 4.3845
H -5.6174 -0.5500 5.0050
C 2.7244 -6.0284 1.9527
C 2.3416 -6.1492 3.4546
C 2.4471 -7.6608 3.8830
C 2.5290 -7.8421 5.4152
C 3.8594 -7.2027 5.7609
C 3.9002 -5.7190 5.6627
N 3.4039 -5.3892 4.1791
O 3.6365 -4.0150 3.8879
C 5.3583 -5.2070 5.9090
C 2.9729 -5.0915 6.7904
C 0.9633 -5.5540 3.7164
H 2.6439 -4.9597 1.7542
H 2.0486 -6.5356 1.2640
H 3.7131 -6.4634 1.8069
H 3.3303 -8.1531 3.4760
H 1.5948 -8.2272 3.5077
H 2.3884 -8.9172 5.5273
H 1.7162 -7.3945 5.9870
H 4.6018 -7.6927 5.1309
H 4.1675 -7.4499 6.7768
H 5.3376 -4.1981 6.3211
H 5.8588 -5.1504 4.9424
H 5.9777 -5.8815 6.5001
H 3.3223 -5.3982 7.7763
H 1.9143 -5.3098 6.6497
H 2.9593 -4.0064 6.8927
H 0.7369 -4.5355 3.4006
H 0.7214 -5.6112 4.7776
H 0.1770 -6.1442 3.2457
C 5.9875 4.6729 -3.7108
C 6.9274 3.5143 -4.1422
C 8.4032 3.8224 -3.6111
C 8.5650 3.3417 -2.1991
C 8.1891 1.9038 -2.0586
C 6.6743 1.5921 -2.3123
N 6.3585 2.1419 -3.6750
O 5.1817 1.7438 -4.2467
C 5.6835 2.3280 -1.2730
C 6.4799 -0.0043 -2.2998
C 7.0201 3.4171 -5.7503
H 5.9860 4.7211 -2.6218
H 5.0837 4.6029 -4.3160
H 6.3904 5.6272 -4.0499
H 8.7848 4.8380 -3.7163
H 9.1063 3.2444 -4.2108
H 7.9995 3.9972 -1.5368
H 9.5568 3.3868 -1.7493
H 8.5089 1.5219 -1.0890
H 8.7725 1.3314 -2.7799
H 4.6917 2.5638 -1.6589
H 6.0900 3.2459 -0.8483
H 5.3991 1.6745 -0.4482
H 6.8309 -0.4720 -1.3799
H 7.1044 -0.3508 -3.1232
H 5.4650 -0.3011 -2.5644
H 7.7662 2.6794 -6.0456
H 7.2550 4.3209 -6.3125
H 6.0723 3.0717 -6.1632
C -5.3631 -0.4990 -5.8239
C -5.3195 1.0791 -5.7787
N -4.2862 1.5554 -6.7475
C -2.9547 1.5549 -6.5805
C -2.3482 1.7739 -7.8247
N -3.3513 2.1217 -8.7360
C -4.5410 1.8529 -8.0657
C -3.1973 2.4313 -10.0975
H -6.0905 -0.8667 -5.1002
H -4.4246 -0.8469 -5.3924
H -5.6483 -0.9279 -6.7846
H -4.9388 1.4669 -4.8339
H -6.2563 1.5609 -6.0587
H -2.4636 1.1931 -5.6892
H -1.3390 1.8236 -8.2061
H -5.5024 1.9025 -8.5551
H -4.1529 2.4512 -10.6214
H -2.6258 1.6192 -10.5470
H -2.7225 3.3859 -10.3242
C 0.8998 6.3080 0.5827
C 1.1565 6.6829 2.0321
N 0.1471 6.0181 2.9418
C -1.1669 6.3371 3.0247
C -1.7299 5.5902 4.0716
N -0.7152 4.8675 4.6147
C 0.4056 4.9675 3.8463
C -0.7570 3.9197 5.7654
H 0.9859 5.2250 0.6708
H 1.7037 6.6236 -0.0822
H 0.0011 6.7528 0.1553
H 1.2337 7.7677 2.1059
H 2.1711 6.4184 2.3298
H -1.5528 7.0954 2.3595
H -2.7085 5.6383 4.5259
H 1.3383 4.4459 4.0025
H -1.4993 4.3149 6.4588
H 0.1984 3.7369 6.2573
H -1.0708 2.9342 5.4211
C -2.6741 -5.9431 -2.4855
C -2.7646 -7.1456 -3.4090
O -2.2324 -8.2091 -3.0794
O -3.3726 -6.9708 -4.4816
H -1.7193 -5.4479 -2.6623
H -2.7261 -6.2324 -1.4359
H -3.4448 -5.2183 -2.7476
B -0.0628 0.1190 -1.2300
F -0.3937 1.4986 -1.2298
F -1.2761 -0.5611 -1.3837
F 0.7180 -0.2382 -2.2535
F 0.5092 -0.1752 -0.0057
```

Its net charge is +3. The HOMO energy is -10.09 eV. The orbital gap comes out at 1.1209 eV.



In eV, the energy above the lowest of the compared OMol25 structures with the same formula, charge and spin values for the records above are, in order, 2.779, 6.901.